{"formula": "C25H31N3ORhS", "method": "wB97M-V/def2-TZVPD", "total_charge": 1, "relative_energy_ev": 2.022, "total_energy_ev": -46782.2831, "homo_ev": [-11.331, -11.270], "orbital_gap_ha": [0.254, 0.262], "species": ["Rh", "C", "C", "C", "C", "C", "C", "C", "C", "S", "C", "N", "C", "C", "C", "C", "C", "C", "C", "C", "H", "H", "H", "H", "H", "H", "H", "H", "H", "H", "H", "H", "H", "H", "H", "H", "C", "N", "C", "N", "O", "H", "H", "H", "H", "H", "H", "C", "C", "C", "C", "C", "C", "H", "H", "H", "H", "H", "H", "H", "H", "H"], "coordinates": [[-0.6334, -0.5987, -1.4560], [2.4097, 2.0979, 4.3085], [1.1013, 2.3967, 3.5622], [0.2054, 3.2893, 4.4324], [1.4365, 3.1486, 2.2742], [0.3777, 1.0810, 3.2807], [-0.0090, 0.2586, 4.3614], [-0.6533, -0.9463, 4.1871], [-0.9272, -1.3540, 2.8825], [-1.7162, -2.7972, 2.3160], [-1.5086, -2.2648, 0.6973], [-0.9219, -1.1095, 0.5844], [-0.5604, -0.5577, 1.8056], [0.0911, 0.6586, 1.9979], [-1.9293, -2.9578, -0.5096], [-2.5937, -4.1790, -0.5176], [-2.9442, -4.7592, -1.7268], [-2.6303, -4.1201, -2.9192], [-1.9609, -2.8993, -2.9153], [-1.6300, -2.3225, -1.7127], [2.9544, 3.0261, 4.4929], [3.0490, 1.4351, 3.7211], [2.2250, 1.6234, 5.2741], [0.7011, 4.2437, 4.6211], [-0.0075, 2.8291, 5.3991], [-0.7462, 3.4887, 3.9340], [1.9536, 4.0763, 2.5225], [0.5350, 3.4113, 1.7148], [2.0958, 2.5651, 1.6269], [0.2087, 0.5764, 5.3736], [-0.9329, -1.5548, 5.0368], [0.3662, 1.2406, 1.1289], [-2.8281, -4.6725, 0.4188], [-3.4547, -5.7124, -1.7426], [-2.9050, -4.5711, -3.8639], [-1.7162, -2.4125, -3.8512], [-5.1092, 2.8642, -1.6656], [-3.7840, 2.4218, -2.0681], [-3.1456, 1.3530, -1.5763], [-3.7875, 0.6089, -0.6488], [-1.9807, 1.0944, -1.9702], [-5.3525, 3.7689, -2.2128], [-5.1437, 3.0926, -0.5993], [-5.8664, 2.1150, -1.9028], [-3.2628, 2.9621, -2.7372], [-4.7506, 0.7649, -0.4145], [-3.3564, -0.2504, -0.3540], [4.2883, -2.2510, -2.7068], [3.7466, -0.8297, -2.9125], [3.7837, -0.4601, -4.4036], [4.5810, 0.1784, -2.1061], [2.3555, -0.7704, -2.4335], [1.2248, -0.6841, -2.0031], [5.3246, -2.2966, -3.0470], [3.7046, -2.9751, -3.2765], [4.2564, -2.5313, -1.6532], [4.8151, -0.4888, -4.7604], [3.3888, 0.5439, -4.5628], [3.1934, -1.1639, -4.9915], [5.6180, 0.1482, -2.4468], [4.5573, -0.0631, -1.0427], [4.1997, 1.1908, -2.2436]]}

***

{"formula": "C25H32BGdN3O8", "method": "wB97M-V/def2-TZVPD", "multiplicity": 8, "s2": 16.030, "total_charge": 1, "relative_energy_ev": 0.052, "total_energy_ev": -68804.8990, "homo_ev": [-10.687, -10.705], "orbital_gap_ha": [0.286, 0.320], "species": ["Gd", "O", "C", "O", "C", "O", "C", "C", "O", "O", "H", "H", "H", "H", "H", "N", "C", "N", "C", "C", "C", "C", "C", "C", "H", "H", "H", "H", "H", "H", "C", "N", "C", "C", "C", "O", "H", "H", "H", "H", "H", "H", "H", "H", "H", "C", "C", "C", "C", "C", "C", "C", "C", "O", "B", "O", "C", "C", "H", "H", "H", "H", "H", "H", "H", "H", "H", "H", "H", "H"], "coordinates": [[-0.5653, -0.1249, -2.2492], [2.8571, -2.2900, -4.5785], [1.8265, -1.5735, -4.1989], [1.6259, -1.2376, -3.0463], [0.8816, -1.2046, -5.3283], [0.3741, 0.0706, -5.0083], [-0.9315, 0.4005, -5.5221], [-1.7405, 0.3170, -4.2152], [-1.9808, -0.8429, -3.8013], [-1.8131, 1.3277, -3.4949], [3.4533, -2.5220, -3.8441], [0.0997, -1.9845, -5.3461], [1.4055, -1.2010, -6.2939], [-1.2737, -0.3092, -6.2752], [-0.8845, 1.4149, -5.9268], [-0.7039, -4.4153, -0.3672], [-0.2975, -3.1586, -0.6335], [-0.5573, -2.7753, -1.8650], [-1.1818, -3.8640, -2.4580], [-1.6836, -4.0598, -3.7436], [-2.2531, -5.2817, -4.0333], [-2.3402, -6.3036, -3.0841], [-1.8672, -6.1298, -1.8013], [-1.2809, -4.9064, -1.5117], [-0.6131, -4.9064, 0.5082], [0.1935, -2.5419, 0.0999], [-1.6571, -3.2714, -4.4768], [-2.6574, -5.4628, -5.0158], [-2.7885, -7.2457, -3.3562], [-1.9358, -6.9033, -1.0515], [2.7253, 1.3237, -0.3961], [2.2258, 2.6214, -0.8247], [2.7221, 3.7466, -0.0596], [1.3847, 2.6666, -1.8630], [0.8284, 3.9665, -2.3692], [1.0430, 1.6039, -2.4277], [3.7185, 1.4419, 0.0324], [2.7745, 0.6522, -1.2542], [2.0648, 0.8773, 0.3519], [2.8550, 3.4335, 0.9762], [2.0295, 4.5830, -0.0690], [3.6852, 4.0847, -0.4526], [1.0732, 4.8308, -1.7653], [-0.2555, 3.8531, -2.4277], [1.1990, 4.1325, -3.3804], [-1.3576, 3.4014, 5.8143], [-0.5891, 2.0811, 5.9135], [0.8097, 2.3880, 6.4642], [-1.3395, 1.1427, 6.8681], [-0.4423, 1.3846, 4.5663], [0.3059, 0.2040, 4.4985], [0.5101, -0.4964, 3.3223], [-0.0740, 0.0160, 2.1815], [-0.0657, -0.4475, 0.8985], [-0.8593, 0.4457, 0.0984], [-1.2865, 1.4512, 0.9717], [-0.8319, 1.1851, 2.2267], [-1.0254, 1.8829, 3.4044], [-1.3938, 3.8735, 6.7924], [-2.3810, 3.2422, 5.4860], [-0.8652, 4.0904, 5.1322], [0.7358, 2.8875, 7.4261], [1.3429, 3.0404, 5.7773], [1.3945, 1.4838, 6.5972], [-1.4463, 1.6026, 7.8468], [-0.8146, 0.1996, 6.9909], [-2.3309, 0.9294, 6.4763], [0.7486, -0.1931, 5.3986], [1.0993, -1.4011, 3.3022], [-1.6274, 2.7739, 3.3938]]}

***

{"formula": "C25H32BMoN5Si", "method": "wB97M-V/def2-TZVPD", "total_charge": 2, "total_energy_ev": -44290.8637, "homo_ev": [-14.581, -14.587], "orbital_gap_ha": [0.258, 0.257], "species": ["Mo", "C", "Si", "C", "N", "C", "C", "C", "C", "C", "C", "C", "C", "C", "C", "C", "C", "C", "C", "C", "C", "C", "H", "H", "H", "H", "H", "H", "H", "H", "H", "H", "H", "H", "H", "H", "H", "H", "H", "H", "H", "H", "H", "H", "H", "H", "B", "N", "C", "C", "C", "N", "N", "C", "C", "C", "N", "H", "H", "H", "H", "H", "H", "H", "H"], "coordinates": [[-0.9503, 0.4972, -0.7034], [0.2680, -0.8205, -1.6888], [1.3677, -0.8104, -0.1553], [0.3035, 0.1733, 1.3215], [-1.1652, 0.1984, 1.3023], [-1.7663, -1.1504, 1.0980], [-3.1767, -1.2109, 1.6503], [-3.1715, -0.9537, 3.1634], [-2.1590, 0.1415, 3.5497], [-1.8386, 1.0225, 2.3526], [2.9306, 0.1547, -0.2941], [3.6693, -0.0148, -1.4719], [4.8767, 0.6418, -1.6512], [5.3662, 1.4723, -0.6522], [4.6532, 1.6427, 0.5275], [3.4439, 0.9872, 0.7055], [1.5084, -2.5131, 0.5545], [2.5025, -2.7130, 1.5194], [2.6510, -3.9445, 2.1395], [1.8099, -4.9948, 1.8001], [0.8247, -4.8175, 0.8368], [0.6779, -3.5858, 0.2184], [-0.0604, -1.8467, -1.8691], [0.7006, -0.4004, -2.5970], [0.6695, 1.1766, 1.5354], [0.6727, -0.5078, 2.0944], [-1.1094, -1.9126, 1.5222], [-1.7852, -1.3693, -0.0085], [-3.5976, -2.1892, 1.4204], [-3.7983, -0.4752, 1.1352], [-2.9380, -1.8758, 3.6949], [-4.1769, -0.6644, 3.4657], [-1.2317, -0.3004, 3.9235], [-2.5448, 0.7697, 4.3509], [-1.1601, 1.8362, 2.6025], [-2.7451, 1.4508, 1.9259], [3.3042, -0.6678, -2.2579], [5.4377, 0.5015, -2.5651], [6.3105, 1.9820, -0.7885], [5.0436, 2.2776, 1.3114], [2.9186, 1.1216, 1.6453], [3.1836, -1.9071, 1.7747], [3.4296, -4.0872, 2.8766], [1.9292, -5.9582, 2.2773], [0.1816, -5.6420, 0.5598], [-0.0879, -3.4790, -0.5428], [-2.7045, 2.4163, -1.3853], [-2.7675, 1.5525, -2.6486], [-3.4097, 1.5442, -3.8162], [-3.0075, 0.4193, -4.5267], [-2.0992, -0.2253, -3.7014], [-1.9573, 0.4692, -2.5639], [-1.3556, 3.1827, -1.2933], [-0.9146, 4.4102, -1.4890], [0.4781, 4.4270, -1.2928], [0.8176, 3.1371, -0.9723], [-0.3037, 2.3682, -0.9674], [-2.6181, 1.4989, -0.4775], [-3.6583, 3.0773, -1.1449], [-4.1094, 2.3223, -4.0747], [-3.3340, 0.1143, -5.5048], [-1.5541, -1.1386, -3.8723], [-1.5873, 5.2121, -1.7500], [1.1334, 5.2753, -1.3828], [1.7797, 2.7023, -0.7457]]}

***

{"formula": "C25H32BrHfN8O3", "method": "wB97M-V/def2-TZVPD", "total_charge": 1, "relative_energy_ev": 0.000, "total_energy_ev": -115857.3677, "homo_ev": -10.636, "orbital_gap_ha": 0.289, "species": ["Hf", "O", "C", "N", "C", "C", "C", "C", "C", "C", "N", "C", "C", "C", "C", "C", "N", "H", "H", "H", "H", "H", "H", "H", "H", "H", "H", "N", "C", "C", "C", "C", "N", "C", "N", "N", "C", "O", "O", "H", "H", "H", "H", "H", "H", "H", "H", "H", "H", "H", "H", "H", "H", "C", "C", "C", "C", "C", "Br", "N", "C", "H", "H", "H", "H", "H", "H", "C", "H", "H"], "coordinates": [[0.3880, -0.5654, -0.4070], [1.9101, 3.0674, -2.0650], [1.3302, 2.0153, -1.8642], [1.6544, 1.0639, -0.9655], [2.7991, 1.3353, -0.0999], [2.9538, 0.1834, 0.8533], [4.0922, -0.4369, 1.1525], [4.1253, -1.5250, 2.1266], [2.9920, -2.1343, 2.4676], [1.7080, -1.7280, 1.8050], [1.7089, -0.2613, 1.4708], [0.0632, 1.6924, -2.6299], [-0.3202, 2.4445, -3.7239], [-1.5273, 2.1495, -4.3359], [-2.3210, 1.1351, -3.8183], [-1.8676, 0.4292, -2.7198], [-0.6888, 0.6941, -2.1434], [2.6314, 2.2733, 0.4455], [3.7187, 1.4718, -0.6736], [5.0090, -0.1160, 0.6741], [5.0777, -1.8290, 2.5387], [2.9757, -2.9606, 3.1667], [0.8660, -1.8674, 2.4876], [0.3281, 3.2428, -4.0556], [-1.8572, 2.7129, -5.1986], [-3.2811, 0.8931, -4.2509], [-2.4613, -0.3562, -2.2676], [-0.8572, 1.1028, 0.8502], [-1.9357, 0.4351, 1.6208], [-3.0467, 1.3322, 2.1507], [-2.6493, 2.5364, 3.0031], [-1.8951, 2.1877, 4.2816], [-0.5255, 1.7820, 4.0149], [0.5107, 2.6137, 3.6894], [1.5863, 2.0829, 3.2182], [0.2556, 3.9613, 3.7791], [-2.4748, -0.6135, 0.6400], [-3.6395, -0.7665, 0.3851], [-1.4872, -1.2706, 0.0602], [-0.2469, 1.6434, 1.4575], [-1.2715, 1.7581, 0.1907], [-1.4344, -0.1124, 2.4216], [-3.7204, 0.6890, 2.7223], [-3.6376, 1.6737, 1.2964], [-3.5633, 3.0713, 3.2686], [-2.0469, 3.2438, 2.4242], [-2.3840, 1.3563, 4.7922], [-1.9277, 3.0214, 4.9882], [-0.2296, 0.8557, 4.2684], [1.5471, 0.3690, 2.2821], [2.3299, 2.7631, 3.1014], [-0.3681, 4.2768, 4.5035], [1.0458, 4.5664, 3.6292], [-2.2477, -4.4293, -3.6115], [-0.9252, -3.7433, -3.4318], [0.2004, -4.0825, -4.1757], [1.3901, -3.4115, -3.9716], [1.4246, -2.4057, -3.0218], [3.0551, -1.5068, -2.7356], [0.3669, -2.0514, -2.2979], [-0.7798, -2.7282, -2.5039], [-2.1150, -5.4378, -3.9990], [-2.8727, -3.8820, -4.3193], [-2.7900, -4.4926, -2.6691], [0.1505, -4.8784, -4.9082], [2.2832, -3.6579, -4.5256], [-1.6065, -2.4540, -1.8619], [1.4100, -2.4089, 0.4637], [2.3440, -2.7255, -0.0073], [0.7713, -3.2876, 0.5678]]}

***

{"formula": "C25H32CaFI2N5O3S2", "method": "wB97M-V/def2-TZVPD", "relative_energy_ev": 0.356, "total_energy_ev": -99069.6528, "homo_ev": -6.761, "orbital_gap_ha": 0.249, "species": ["Ca", "I", "C", "I", "H", "H", "C", "C", "N", "C", "C", "C", "O", "O", "C", "O", "C", "C", "C", "F", "C", "C", "C", "N", "C", "C", "N", "C", "C", "H", "H", "H", "H", "H", "H", "H", "H", "H", "H", "H", "H", "H", "H", "H", "H", "H", "H", "C", "C", "S", "C", "C", "S", "H", "H", "H", "H", "H", "H", "C", "N", "C", "C", "N", "C", "H", "H", "H", "H", "H", "H"], "coordinates": [[-1.6226, -1.4665, -1.2103], [-2.6626, 2.3633, 3.8474], [-0.6651, 2.1047, 3.1654], [-0.2908, 0.3350, 2.0563], [-0.0353, 2.0987, 4.0456], [-0.4385, 2.9547, 2.5346], [4.2013, -6.5233, -2.5484], [3.9198, -5.0382, -2.7156], [2.5281, -4.6953, -2.4138], [2.2452, -4.0673, -1.2519], [0.9965, -3.6946, -0.8629], [0.8648, -2.8247, 0.3749], [1.5468, -3.0827, 1.3540], [0.0332, -1.8562, 0.2381], [-0.1248, -4.0689, -1.6594], [-1.3118, -3.7672, -1.3847], [0.1793, -4.7908, -2.8825], [-0.8648, -5.1617, -3.7453], [-0.5858, -5.6747, -4.9679], [-1.6053, -6.1028, -5.7417], [0.7377, -5.7944, -5.4644], [1.7619, -5.5101, -4.5746], [1.4969, -5.0235, -3.2848], [0.9535, -6.2456, -6.7535], [0.1981, -5.6169, -7.8456], [1.0614, -4.5680, -8.5801], [2.1381, -4.1512, -7.6968], [3.0979, -5.2344, -7.5231], [2.3137, -6.5245, -7.1771], [5.2418, -6.7367, -2.7941], [3.5645, -7.1234, -3.1979], [4.0202, -6.8307, -1.5184], [4.1578, -4.6976, -3.7242], [4.5400, -4.4541, -2.0388], [3.0909, -3.8324, -0.6182], [-1.8889, -5.0363, -3.4211], [2.7828, -5.6095, -4.9030], [-0.6894, -5.1464, -7.4420], [-0.1272, -6.3942, -8.5408], [0.4462, -3.7036, -8.8287], [1.4403, -4.9860, -9.5258], [0.0540, -2.3866, -4.4593], [2.5941, -3.3211, -8.0495], [3.7918, -4.9623, -6.7249], [3.6984, -5.4210, -8.4252], [2.8252, -7.1118, -6.4152], [2.2356, -7.1571, -8.0633], [-0.0834, 2.3623, -3.7698], [-0.6501, 0.9728, -3.6180], [-2.0074, 0.8973, -2.4973], [-0.1748, -0.0705, -4.3129], [0.9456, -0.0991, -5.3116], [-1.0081, -1.6421, -4.1419], [0.2418, 2.7285, -2.7951], [-0.8740, 3.0339, -4.1084], [0.7475, 2.4285, -4.4691], [1.4874, 0.8427, -5.3360], [0.5795, -0.3143, -6.3194], [1.6666, -0.8858, -5.0645], [-3.2566, -1.8482, 4.0310], [-3.5787, -1.5938, 2.6399], [-4.4693, -0.6592, 2.1705], [-4.3412, -0.6619, 0.8179], [-3.3877, -1.5838, 0.4473], [-2.9550, -2.1198, 1.5734], [-2.8178, -0.9564, 4.4776], [-2.5324, -2.6573, 4.0810], [-4.1531, -2.1331, 4.5781], [-5.0844, -0.0789, 2.8344], [-4.8579, -0.0584, 0.0915], [-2.1695, -2.8549, 1.6567]]}

***

{"formula": "C25H32N3O2P2RuSi", "method": "wB97M-V/def2-TZVPD", "multiplicity": 6, "s2": 8.760, "total_charge": 2, "relative_energy_ev": 0.761, "total_energy_ev": -64029.3757, "homo_ev": [-12.720, -15.218], "orbital_gap_ha": [0.223, 0.258], "species": ["Ru", "C", "P", "C", "C", "C", "C", "C", "C", "C", "P", "C", "C", "H", "H", "H", "H", "H", "H", "H", "H", "H", "H", "H", "H", "H", "H", "H", "H", "O", "N", "O", "C", "C", "C", "C", "C", "C", "N", "C", "C", "N", "C", "C", "C", "C", "H", "H", "H", "H", "H", "H", "H", "C", "Si", "C", "C", "H", "H", "H", "H", "H", "H", "H", "H", "H"], "coordinates": [[0.0743, -0.4847, 0.0156], [-1.8558, 0.9747, 2.9300], [-1.6328, -0.4060, 1.7531], [-1.5153, -1.9085, 2.8006], [-3.2929, -0.5972, 1.0315], [-4.4310, -0.6577, 1.8330], [-5.6803, -0.7958, 1.2540], [-5.8029, -0.8874, -0.1264], [-4.6760, -0.8525, -0.9286], [-3.4139, -0.7018, -0.3572], [-1.9116, -0.6216, -1.3880], [-2.3699, 0.6894, -2.5827], [-2.0182, -2.1639, -2.3667], [-2.7919, 0.8417, 3.4702], [-1.9062, 1.9087, 2.3707], [-1.0383, 1.0362, 3.6454], [-2.2336, -1.8325, 3.6178], [-0.5124, -2.0374, 3.2091], [-1.7624, -2.7766, 2.1904], [-4.3506, -0.6069, 2.9117], [-6.5604, -0.8326, 1.8817], [-6.7815, -0.9842, -0.5769], [-4.7934, -0.9445, -2.0012], [-3.3808, 0.4997, -2.9408], [-1.6986, 0.7276, -3.4375], [-2.3543, 1.6546, -2.0772], [-2.9734, -2.1944, -2.8911], [-1.9485, -3.0217, -1.6994], [-1.2112, -2.2161, -3.0984], [6.3418, 2.6646, 1.7841], [6.0959, 2.6059, 0.5990], [6.8671, 2.9418, -0.2668], [4.7922, 2.0870, 0.1604], [4.6285, 2.0397, -1.1933], [3.4648, 1.5132, -1.7809], [3.2938, 1.4150, -3.1792], [2.1583, 0.8338, -3.6732], [1.1775, 0.3858, -2.7906], [1.2893, 0.4835, -1.4711], [2.4303, 1.0232, -0.9633], [2.5838, 1.0632, 0.4576], [1.5703, 0.5286, 1.1910], [1.6751, 0.5222, 2.5158], [2.7497, 1.0813, 3.1799], [3.7785, 1.6447, 2.4601], [3.7545, 1.6158, 1.0487], [5.4292, 2.4057, -1.8203], [4.0698, 1.7900, -3.8348], [2.0059, 0.7294, -4.7384], [0.2792, -0.0752, -3.1751], [0.8695, 0.0485, 3.0608], [2.7744, 1.0803, 4.2603], [4.6052, 2.1008, 2.9683], [0.1501, -4.3818, 0.3432], [1.1446, -2.7964, 0.0170], [1.9808, -2.8907, -1.6962], [2.4883, -2.6949, 1.3654], [0.7334, -5.1992, -0.0892], [-0.8445, -4.4113, -0.1012], [0.0542, -4.5786, 1.4115], [2.4336, -3.8821, -1.7799], [2.7784, -2.1520, -1.7996], [1.2897, -2.7714, -2.5320], [2.9594, -3.6797, 1.4270], [2.0910, -2.4593, 2.3538], [3.2657, -1.9674, 1.1231]]}